{"formula": "C34H37AsN5O5S2Y", "method": "ωB97M-V/def2-TZVPD", "symbols": ["Y", "C", "O", "C", "C", "C", "C", "C", "C", "N", "N", "C", "O", "C", "C", "C", "C", "C", "C", "C", "O", "H", "H", "H", "H", "H", "H", "H", "H", "H", "H", "H", "H", "C", "S", "C", "S", "N", "N", "C", "C", "C", "C", "C", "C", "N", "H", "H", "H", "H", "H", "H", "H", "H", "C", "C", "O", "C", "C", "C", "C", "C", "C", "H", "H", "H", "H", "H", "H", "H", "H", "C", "As", "C", "C", "O", "H", "H", "H", "H", "H", "H", "H", "H", "H"], "positions_angstrom": [[0.4196, -0.3811, 0.1220], [2.1117, -4.1910, 2.0777], [2.4346, -3.5946, 3.3276], [1.5204, -2.7217, 3.8542], [1.2526, -2.8963, 5.1950], [0.3275, -2.1011, 5.8701], [-0.3578, -1.1508, 5.1609], [-0.0823, -0.9189, 3.8020], [-0.8923, 0.0692, 3.1431], [-0.6868, 0.5441, 1.9677], [-1.6616, 1.4639, 1.5439], [-2.0211, 1.2807, 0.3070], [-1.5857, 0.3443, -0.4595], [-3.0773, 2.1802, -0.2295], [-3.1819, 3.5107, 0.1602], [-4.1729, 4.3158, -0.3794], [-5.0675, 3.7960, -1.3050], [-4.9712, 2.4654, -1.6888], [-3.9768, 1.6599, -1.1565], [0.9186, -1.6642, 3.1085], [1.2830, -1.3816, 1.8891], [2.6980, -5.1078, 2.0154], [1.0482, -4.4384, 2.0143], [2.3663, -3.5321, 1.2580], [1.7785, -3.6945, 5.7037], [0.1354, -2.2588, 6.9226], [-1.1229, -0.5510, 5.6412], [-1.7670, 0.4320, 3.6862], [-2.4764, 3.9014, 0.8819], [-4.2504, 5.3512, -0.0716], [-5.8396, 4.4269, -1.7273], [-5.6710, 2.0523, -2.4045], [-3.8878, 0.6214, -1.4495], [-0.2791, -5.0842, -3.2811], [-1.3385, -4.7233, -1.8500], [-0.4337, -3.4859, -0.9820], [-1.2540, -2.6814, 0.2667], [0.8355, -3.3661, -1.2965], [1.5046, -2.2855, -0.8909], [2.7832, -2.3915, -0.8050], [3.5822, -1.2053, -0.5917], [4.9643, -1.2873, -0.4033], [5.7076, -0.1263, -0.3484], [5.0591, 1.0911, -0.5175], [3.6820, 1.0840, -0.6635], [2.9465, -0.0223, -0.6604], [-0.5258, -6.0867, -3.6227], [0.7524, -5.0247, -2.9509], [-0.4697, -4.3541, -4.0650], [3.2803, -3.3472, -0.9477], [5.4291, -2.2592, -0.3021], [6.7782, -0.1653, -0.1965], [5.6088, 2.0220, -0.5379], [3.1332, 2.0058, -0.8040], [-0.4071, 1.9809, -2.8662], [-0.6824, 0.5039, -2.8311], [0.1332, -0.2708, -2.3390], [-1.9256, 0.0144, -3.4682], [-2.6341, 0.7880, -4.3870], [-3.8030, 0.3044, -4.9499], [-4.2832, -0.9473, -4.5880], [-3.5827, -1.7227, -3.6723], [-2.4082, -1.2451, -3.1211], [0.3797, 2.2147, -2.1538], [-1.3069, 2.5466, -2.6233], [-0.0782, 2.2564, -3.8716], [-2.2714, 1.7682, -4.6681], [-4.3432, 0.9027, -5.6722], [-5.2081, -1.3152, -5.0141], [-3.9521, -2.6992, -3.3860], [-1.8756, -1.8240, -2.3817], [0.2318, 3.6270, 2.5465], [1.4679, 2.5185, 1.5459], [2.3969, 1.3562, 2.7845], [2.8441, 3.8596, 1.1686], [0.9394, 1.9296, 0.0899], [0.7102, 3.8802, 3.4929], [-0.7057, 3.1031, 2.7067], [0.0537, 4.5317, 1.9673], [3.1685, 1.9585, 3.2636], [2.8494, 0.5205, 2.2547], [1.7114, 0.9679, 3.5332], [2.9742, 4.4870, 2.0502], [2.5240, 4.4802, 0.3328], [3.7928, 3.3854, 0.9264]], "lowdin_charge": [1.34, -0.06, -0.09, -0.21, 0.00, -0.10, -0.06, -0.16, -0.07, -0.12, 0.04, -0.46, -0.20, -0.14, -0.03, -0.09, -0.09, -0.08, -0.02, -0.29, -0.23, 0.09, 0.10, 0.04, 0.12, 0.10, 0.11, 0.13, 0.10, 0.10, 0.10, 0.10, 0.11, -0.38, 0.83, -1.16, 0.60, -0.08, -0.11, -0.10, -0.25, -0.01, -0.05, -0.06, -0.15, 0.07, 0.03, 0.02, 0.03, 0.13, 0.12, 0.11, 0.10, 0.09, 0.01, -0.37, -0.03, -0.16, -0.03, -0.08, -0.07, -0.06, -0.01, 0.06, 0.09, 0.10, 0.11, 0.10, 0.10, 0.11, 0.06, -0.19, 1.04, -0.17, -0.21, -0.56, 0.04, 0.01, 0.04, 0.05, 0.03, 0.03, 0.04, 0.04, 0.01], "homo_energy_ha": -0.270, "lumo_energy_ha": -0.0158, "largest_force_ev_per_a": 2.0, "spin_multiplicity": 1}

{"formula": "CH2Cl2FNS", "method": "ωB97M-V/def2-TZVPD", "symbols": ["F", "C", "Cl", "Cl", "H", "N", "S", "H"], "positions_angstrom": [[-2.8688, 0.7810, -1.0209], [-2.2334, 0.0383, -0.0824], [-3.4926, -0.5591, 1.0944], [-1.4554, -1.2882, -0.9365], [-1.4202, 0.6496, 0.2225], [2.4301, -0.9791, -0.6685], [2.2767, -1.3951, 0.8602], [2.3527, 0.1029, -0.7591]], "nbo_charge": [-0.33, 0.17, -0.02, -0.01, 0.19, -0.70, 0.36, 0.34], "homo_energy_ha": [-0.329, -0.329], "lumo_energy_ha": [-0.0569, -0.0570], "largest_force_ev_per_a": 2.1, "smiles": "FC(Cl)Cl.N=S", "spin_multiplicity": 1}

{"formula": "C4H8N2O2", "method": "ωB97M-V/def2-TZVPD", "symbols": ["C", "C", "C", "O", "N", "C", "N", "O", "H", "H", "H", "H", "H", "H", "H", "H"], "positions_angstrom": [[-2.1552, 0.8762, -0.6571], [-1.1052, 0.8244, 0.4218], [-0.4105, -0.4215, 0.3555], [-0.7343, -1.5817, 0.4380], [1.0301, -0.2869, 0.0016], [1.8689, -1.4544, 0.0099], [1.5054, 0.9220, 0.0361], [2.7060, 1.0023, -0.1714], [-2.9210, 0.1478, -0.4783], [-1.6163, 0.6658, -1.5993], [-2.7110, 1.8691, -0.4178], [-0.4563, 1.7749, 0.3967], [-1.4709, 1.0064, 1.4443], [1.4495, -2.2365, 0.5731], [2.2114, -1.9935, -0.8858], [2.8092, -1.1143, 0.5328]], "nbo_charge": [-0.60, -0.56, 0.71, -0.54, -0.27, -0.48, 0.23, -0.39, 0.22, 0.22, 0.23, 0.27, 0.25, 0.24, 0.23, 0.23], "homo_energy_ha": -0.350, "lumo_energy_ha": 0.0151, "largest_force_ev_per_a": 4.9, "smiles": "CCC(=O)N(C)N=O", "spin_multiplicity": 1}

{"formula": "C2H9NS", "method": "ωB97M-V/def2-TZVPD", "symbols": ["H", "H", "C", "C", "S", "H", "H", "H", "H", "N", "H", "H", "H"], "positions_angstrom": [[-1.1345, -0.6161, -3.2007], [-0.5723, -0.9143, -2.8232], [-0.5892, -1.2259, 0.7034], [-1.4788, -0.1573, 0.3065], [0.0408, 0.5223, 1.1163], [0.2249, -1.6210, 0.1144], [-0.7958, -1.7935, 1.6010], [-1.6274, 0.0372, -0.7471], [-2.3084, 0.1910, 0.9065], [1.7284, 0.4541, -1.9872], [0.8251, 0.6936, -1.6025], [1.9935, -0.4529, -1.5934], [2.4068, 1.0088, -1.4798]], "nbo_charge": [0.00, 0.00, -0.44, -0.48, -0.01, 0.24, 0.23, 0.23, 0.24, -1.06, 0.36, 0.34, 0.35], "homo_energy_ha": -0.323, "lumo_energy_ha": 0.0316, "largest_force_ev_per_a": 2.1, "smiles": "[H][H].C1CS1.N", "spin_multiplicity": 1}

{"formula": "C27H39BClN6O4PdS3", "method": "ωB97M-V/def2-TZVPD", "symbols": ["Pd", "C", "C", "C", "C", "N", "N", "B", "N", "N", "C", "C", "C", "C", "C", "S", "C", "C", "C", "C", "N", "N", "C", "C", "C", "C", "C", "S", "C", "C", "C", "C", "C", "S", "C", "C", "C", "C", "H", "H", "H", "H", "H", "H", "H", "H", "H", "H", "H", "H", "H", "H", "H", "H", "H", "H", "H", "H", "H", "H", "H", "H", "H", "H", "H", "H", "H", "H", "H", "H", "H", "H", "H", "H", "H", "H", "H", "O", "Cl", "O", "O", "O"], "positions_angstrom": [[2.2013, 3.0320, -0.1737], [-2.5844, 5.1029, -0.4733], [-2.2082, 3.7157, -0.0689], [-3.0730, 2.8225, 0.4842], [-2.6376, 1.5295, 0.8872], [-1.4107, 1.1439, 0.6803], [-0.5699, 2.0140, 0.1073], [0.8411, 1.4760, -0.1993], [0.9075, 0.8322, -1.5903], [0.0089, -0.1653, -1.7098], [-0.0186, -0.8486, -2.8127], [0.8842, -0.5526, -3.8737], [1.7513, 0.4861, -3.7827], [2.6947, 0.8677, -4.8754], [1.7321, 1.2404, -2.5644], [2.7188, 2.6221, -2.3960], [-1.0541, -1.9508, -2.9431], [-1.8181, -2.1281, -1.6327], [-2.0342, -1.5519, -4.0566], [-0.3573, -3.2670, -3.3135], [1.3434, 0.6101, 0.9607], [1.4457, -0.7042, 0.7644], [1.7845, -1.4476, 1.7817], [2.0283, -0.8722, 3.0556], [1.9546, 0.4755, 3.2468], [2.2743, 1.1556, 4.5365], [1.6168, 1.2452, 2.1059], [1.5957, 2.9690, 2.0936], [1.8448, -2.9480, 1.5484], [0.5292, -3.5410, 2.0764], [3.0309, -3.5637, 2.2987], [1.9802, -3.2517, 0.0559], [-0.8652, 3.2699, -0.2138], [0.3979, 4.3018, -0.7584], [-3.5875, 0.5613, 1.5665], [-2.8547, -0.7083, 1.9967], [-4.1947, 1.2387, 2.8029], [-4.7007, 0.2046, 0.5697], [-3.6443, 5.2812, -0.3079], [-2.3589, 5.2717, -1.5278], [-2.0100, 5.8336, 0.0995], [-4.1046, 3.1084, 0.6450], [0.8629, -1.1525, -4.7741], [2.5980, 0.1906, -5.7209], [3.7251, 0.8445, -4.5163], [2.4972, 1.8865, -5.2137], [-2.3052, -1.1997, -1.3349], [-1.1507, -2.4265, -0.8213], [-2.5781, -2.8998, -1.7603], [-2.5623, -0.6316, -3.7998], [-2.7727, -2.3419, -4.1975], [-1.5247, -1.3992, -5.0099], [0.3978, -3.5383, -2.5740], [0.1206, -3.2226, -4.2929], [-1.0963, -4.0682, -3.3501], [2.3077, -1.5108, 3.8828], [2.4741, 0.4279, 5.3196], [1.4523, 1.7998, 4.8521], [3.1530, 1.7908, 4.4034], [0.3999, -3.3387, 3.1420], [0.5284, -4.6229, 1.9373], [-0.3270, -3.1224, 1.5427], [2.9150, -3.5074, 3.3816], [3.9708, -3.0821, 2.0234], [3.1072, -4.6203, 2.0414], [1.1378, -2.8499, -0.5065], [2.0134, -4.3323, -0.0880], [2.8965, -2.8214, -0.3520], [-2.0535, -0.4814, 2.7023], [-2.4119, -1.2261, 1.1462], [-3.5629, -1.3789, 2.4842], [-3.4168, 1.5739, 3.4912], [-4.8275, 0.5249, 3.3308], [-4.8186, 2.0956, 2.5451], [-4.2938, -0.2894, -0.3146], [-5.2523, 1.0891, 0.2458], [-5.4115, -0.4751, 1.0410], [6.1093, 2.2793, 0.1928], [4.9270, 2.7053, 0.8344], [4.9912, 2.5869, 2.2432], [3.7922, 1.8061, 0.3356], [4.5088, 4.0278, 0.4181]], "lowdin_charge": [0.56, -0.04, -0.22, 0.09, -0.19, 0.21, -0.01, -0.70, 0.03, 0.19, -0.19, 0.08, -0.23, -0.05, -0.55, 0.81, -0.54, -0.05, -0.03, -0.03, 0.00, 0.21, -0.18, 0.10, -0.22, -0.03, -0.55, 0.83, -0.54, -0.02, -0.04, -0.05, -0.57, 0.78, -0.55, -0.05, -0.03, -0.03, 0.09, 0.09, 0.09, 0.13, 0.13, 0.09, 0.09, 0.09, 0.06, 0.07, 0.10, 0.09, 0.09, 0.08, 0.08, 0.08, 0.10, 0.13, 0.09, 0.09, 0.09, 0.09, 0.10, 0.07, 0.08, 0.10, 0.09, 0.05, 0.09, 0.10, 0.09, 0.06, 0.09, 0.10, 0.09, 0.08, 0.08, 0.08, 0.10, -0.25, 0.70, -0.29, -0.51, -0.36], "homo_energy_ha": -0.428, "lumo_energy_ha": -0.1464, "largest_force_ev_per_a": 0.4, "total_charge": 1, "spin_multiplicity": 1}

{"formula": "C5H9NO3", "method": "ωB97M-V/def2-TZVPD", "symbols": ["C", "C", "C", "C", "C", "N", "O", "O", "O", "H", "H", "H", "H", "H", "H", "H", "H", "H"], "positions_angstrom": [[1.2629, -1.1383, 0.3870], [0.7043, 0.1992, 0.5833], [0.8077, 1.0883, 1.7820], [-1.2276, -1.6081, 0.4741], [0.5485, 1.0624, -1.1839], [-0.0357, -1.0701, 0.7606], [2.2059, -1.8366, 0.1699], [-0.3152, 0.1327, -1.7957], [1.7387, 1.2918, -1.8755], [1.7917, 0.8688, 2.3662], [-0.0869, 0.8303, 2.3540], [0.8225, 2.1556, 1.6155], [-1.7151, -1.1835, -0.3787], [-0.9668, -2.6545, 0.4117], [-1.9100, -1.4458, 1.4088], [-0.1178, 2.0001, -0.9993], [-0.4438, 0.3483, -2.7647], [2.2699, 2.0266, -1.5144]], "nbo_charge": [0.68, 0.02, -0.66, -0.40, 0.40, -0.42, -0.56, -0.74, -0.72, 0.23, 0.23, 0.22, 0.22, 0.22, 0.18, 0.12, 0.49, 0.49], "homo_energy_ha": -0.323, "lumo_energy_ha": 0.0197, "largest_force_ev_per_a": 5.6, "spin_multiplicity": 1}

{"formula": "C4H2INOS", "method": "ωB97M-V/def2-TZVPD", "symbols": ["C", "C", "C", "C", "N", "O", "S", "I", "H", "H"], "positions_angstrom": [[-0.8013, -0.2537, -0.1131], [0.5515, -0.6853, 0.0594], [-1.6023, -1.3882, -0.1005], [-3.3477, -1.3696, 0.0066], [0.7429, -1.9827, 0.1518], [-3.9306, -2.4023, 0.0321], [-0.6664, -2.8003, -0.0185], [-4.1577, 0.5596, -0.0494], [-1.2372, 0.7633, -0.2383], [1.5028, -0.1636, 0.1431]], "nbo_charge": [-0.35, 0.00, -0.33, 0.22, -0.59, -0.52, 0.69, 0.43, 0.23, 0.22], "homo_energy_ha": [-0.218, -0.361], "lumo_energy_ha": [-0.0048, -0.1665], "largest_force_ev_per_a": 6.6, "s2": 2.01, "spin_multiplicity": 3}

{"formula": "C3H5N2O2S", "method": "ωB97M-V/def2-TZVPD", "symbols": ["C", "C", "C", "N", "N", "O", "O", "S", "H", "H", "H", "H", "H"], "positions_angstrom": [[0.3711, -0.1123, 0.1644], [-1.9930, 0.0581, -0.0117], [1.4839, 0.4632, 0.9175], [0.4660, -0.8017, -0.8892], [-0.9627, 0.1319, 0.7733], [0.4730, -0.5923, -3.3186], [-0.9668, 0.4319, 1.9695], [0.6507, -1.5280, -2.2721], [-2.9639, 0.2804, 0.4007], [-1.8828, -0.1776, -1.0530], [1.1060, 0.8712, 1.8600], [1.9633, 1.2570, 0.3398], [2.2551, -0.2818, 1.1193]], "nbo_charge": [0.62, -0.10, -0.73, -0.72, 0.06, -0.71, -0.44, 1.67, 0.25, 0.20, 0.31, 0.29, 0.29], "homo_energy_ha": [-0.508, -0.508], "lumo_energy_ha": [-0.2623, -0.2624], "largest_force_ev_per_a": 2.4, "total_charge": 1, "spin_multiplicity": 1}